Record 1
{
  "formula": "C5H8ClI",
  "method": "ωB97M-V/def2-TZVPD",
  "symbols": ["C", "C", "C", "C", "C", "Cl", "H", "H", "H", "H", "H", "H", "H", "I", "H"],
  "xyz": [[-1.2537, 0.7496, -0.5750], [0.0248, 0.6145, 0.3637], [0.3204, 1.6783, 1.3438], [1.1842, -0.2069, -0.2689], [0.4725, -0.7781, 0.6348], [0.1144, -2.1893, 1.6066], [-1.1605, 1.7755, -0.9293], [-2.1896, 0.6551, 0.0075], [-1.2327, -0.1419, -1.1481], [1.0019, 1.4716, 2.1304], [-0.5409, 2.0018, 1.9213], [0.6126, 2.6387, 0.8710], [2.0177, -0.1371, -1.0392], [0.2007, -4.8234, -2.5940], [0.4284, -3.3084, -2.3247]],
  "atomic_forces_ev_per_a": [[1.09, 0.69, 3.35], [-0.91, -1.74, -1.11], [-0.82, 2.28, 0.01], [1.26, 0.48, -1.07], [-0.22, -0.76, 0.70], [0.33, 0.91, -0.73], [-0.45, -0.40, -1.11], [0.40, 0.36, 0.03], [0.07, -0.08, -1.58], [1.14, -0.67, 0.26], [-0.71, -0.26, -0.10], [0.20, -0.54, -0.04], [-1.37, -0.28, 1.37], [-0.17, -1.09, -0.19], [0.16, 1.11, 0.22]],
  "lowdin_charge": [-0.021, -0.472, -0.069, 0.023, -0.656, 0.621, 0.075, 0.079, 0.055, 0.069, 0.077, 0.091, 0.129, 0.417, -0.419],
  "e_lumo_ev": 0.62,
  "spin_multiplicity": 1,
  "max_force_ev_per_a": 3.59,
  "e_above_lowest_kj_mol": 193.92,
  "smiles": "CC1(C)C=C1Cl.I",
  "charge": 0,
  "total_energy_ha": -953.08014
}

***

Record 2
{
  "formula": "C5H8ClN2O2",
  "method": "ωB97M-V/def2-TZVPD",
  "symbols": ["C", "C", "C", "C", "C", "N", "N", "O", "O", "Cl", "H", "H", "H", "H", "H", "H", "H", "H"],
  "xyz": [[-0.1105, -1.9728, 0.5431], [0.8192, 1.2976, -1.1158], [-0.3064, 1.1837, -0.4903], [-1.3019, -2.0419, 0.4017], [1.2612, -2.3778, 0.4568], [-1.3289, 1.6414, 0.2104], [2.0606, 1.1796, -0.6937], [-1.3953, 2.9875, 0.4975], [-2.4490, 1.0270, 0.5183], [-3.0196, -2.0507, 0.0621], [-2.4340, 0.0352, 0.5465], [0.7447, 1.3395, -2.1833], [1.5149, -2.9655, 1.4071], [1.2653, -3.1122, -0.4418], [1.8409, -1.5359, 0.2650], [2.1838, 1.0732, 0.3684], [-2.2141, 3.0472, 1.0270], [2.8690, 1.2450, -1.3789]],
  "atomic_forces_ev_per_a": [[-1.72, -0.63, -0.31], [1.73, 0.19, -1.59], [-6.14, 0.93, 4.06], [-2.48, 0.34, -0.41], [-0.49, -3.24, 0.18], [5.48, -1.02, -3.60], [1.89, -0.26, 1.92], [-0.61, -0.78, 0.22], [-1.74, -0.17, 0.81], [2.49, 0.07, 0.65], [0.77, 0.47, -0.29], [-0.34, 0.40, -0.70], [0.11, 1.03, -1.41], [0.46, 1.21, 1.50], [1.64, 1.05, -0.15], [0.43, 0.33, -2.55], [0.07, 0.30, 0.01], [-1.55, -0.22, 1.67]],
  "lowdin_charge": [-0.198, -0.166, 0.111, -0.489, -0.090, -0.181, 0.120, 0.134, 0.089, 0.694, 0.047, 0.154, 0.125, 0.136, 0.021, 0.174, 0.150, 0.170],
  "e_lumo_ev": -4.18,
  "spin_multiplicity": 1,
  "max_force_ev_per_a": 7.42,
  "e_above_lowest_kj_mol": 508.23,
  "charge": 1,
  "total_energy_ha": -914.96890
}

***

Record 3
{
  "formula": "C5H8ClN4",
  "method": "ωB97M-V/def2-TZVPD",
  "symbols": ["N", "C", "Cl", "N", "C", "C", "C", "N", "C", "N", "H", "H", "H", "H", "H", "H", "H", "H"],
  "xyz": [[2.8820, -0.9061, 0.9465], [2.4979, -0.4890, -0.3613], [2.7317, 1.3702, -0.7280], [1.0478, -0.5657, -0.5403], [0.1802, 0.0975, 0.1863], [-1.2177, 0.2215, -0.0882], [-2.0738, -0.3731, -1.0688], [-3.3085, 0.1064, -0.9377], [-3.3035, 0.8630, 0.1744], [-2.1301, 0.9746, 0.6914], [3.8540, -0.6722, 1.2578], [2.2237, -0.7809, 1.7257], [2.9606, -1.0718, -1.0757], [0.9430, -0.8971, -1.4896], [0.5141, 0.3101, 1.1496], [-1.8817, -1.1405, -1.8895], [-4.0299, 1.4654, 0.5365], [-1.8900, 1.4877, 1.5109]],
  "atomic_forces_ev_per_a": [[0.70, 0.44, 0.25], [-1.35, 2.21, 3.83], [0.72, -0.86, 0.02], [0.81, -0.53, -0.65], [-2.39, -1.83, -1.50], [0.54, -0.61, -0.18], [0.33, 0.01, -0.91], [-0.38, -0.57, 0.56], [0.92, -1.04, -2.39], [3.07, -0.87, 0.22], [-1.34, -0.32, -0.72], [0.48, 0.13, -0.79], [1.13, -0.68, -1.75], [-1.33, 0.23, -0.01], [0.70, 1.22, 1.36], [0.07, 1.32, 1.34], [-2.75, 1.30, 0.87], [0.08, 0.43, 0.45]],
  "lowdin_charge": [0.048, -0.603, 0.536, 0.022, -0.003, -0.150, -0.036, 0.112, -0.108, 0.131, 0.128, 0.091, 0.094, 0.167, 0.121, 0.156, 0.120, 0.174],
  "e_lumo_ev": -5.38,
  "spin_multiplicity": 1,
  "max_force_ev_per_a": 4.63,
  "e_above_lowest_kj_mol": 40.46,
  "smiles": "N[C@H](Cl)/[NH+]=C/c1cnc[nH]1",
  "charge": 1,
  "total_energy_ha": -874.26208
}

***

| no. | HOMO-LUMO gap (eV) |
| --- | --- |
| 1 | 10.14 |
| 2 | 9.11 |
| 3 | 8.44 |